[1]
{"formula": "C5H8O2", "method": "ωB97M-V/def2-TZVPD", "elements": ["C", "C", "O", "C", "C", "C", "O", "H", "H", "H", "H", "H", "H", "H", "H"], "positions_angstrom": [[1.5136, -0.3563, -0.1467], [1.1244, 1.0542, -0.5283], [-0.2689, 1.1579, -0.8020], [-1.0838, 0.0665, -0.4894], [-1.6940, -0.0034, 0.8817], [-0.5937, -0.9518, 0.5008], [0.7102, -0.7497, 0.9581], [1.3572, -1.0404, -0.9946], [2.5602, -0.4135, 0.1617], [1.3749, 1.7246, 0.3055], [1.6648, 1.3981, -1.4190], [-1.6600, -0.2648, -1.3499], [-1.4594, 0.8019, 1.5698], [-2.6957, -0.4169, 0.9614], [-0.8497, -2.0066, 0.3907]], "homo_lumo_gap_ev": 10.301, "de_lowest_ev": 2.2039, "homo_ev": -9.2, "fmax_ev_per_a": 0.28, "smiles": "C1CO[C@@H]2C[C@@H]2O1"}

[2]
{"formula": "C3H6O", "method": "ωB97M-V/def2-TZVPD", "elements": ["C", "C", "C", "O", "H", "H", "H", "H", "H", "H"], "positions_angstrom": [[0.3681, -0.9558, 0.6793], [0.3049, 0.1737, -0.5709], [-0.7849, 1.2131, -0.4354], [-1.7130, 1.1358, 0.3368], [-0.3970, -0.6151, 1.3649], [1.3771, -0.9876, 1.0839], [0.1127, -2.0327, 0.4549], [1.2379, 0.7026, -0.8386], [0.1576, -0.7819, -1.0270], [-0.6635, 2.1478, -1.0480]], "homo_lumo_gap_ev": 10.946, "de_lowest_ev": 1.7972, "homo_ev": -9.9, "fmax_ev_per_a": 2.98, "smiles": "CCC=O"}

[3]
{"formula": "C5H7N", "method": "ωB97M-V/def2-TZVPD", "elements": ["C", "C", "C", "C", "N", "C", "H", "H", "H", "H", "H", "H", "H"], "positions_angstrom": [[-0.0474, 1.8303, -0.6414], [0.3023, 0.5069, -0.0771], [1.4424, -0.1783, -0.4377], [0.9843, -1.5028, -0.1656], [-0.2498, -1.6657, 0.3330], [-0.7454, -0.3184, 0.6538], [0.7090, 2.0411, -1.4032], [-0.0103, 2.5615, 0.1657], [-1.0533, 1.7979, -1.0852], [1.5462, -2.3979, -0.4332], [-0.5499, -2.4814, 0.8440], [-0.7247, -0.1566, 1.7478], [-1.7823, -0.1326, 0.3339]], "homo_lumo_gap_ev": 7.667, "de_lowest_ev": 3.3600, "homo_ev": -7.4, "fmax_ev_per_a": 1.03, "smiles": "CC1=C=CNC1"}

[4]
{"formula": "C5H13N3", "method": "ωB97M-V/def2-TZVPD", "elements": ["C", "C", "N", "N", "C", "N", "C", "C", "H", "H", "H", "H", "H", "H", "H", "H", "H", "H", "H", "H", "H"], "positions_angstrom": [[-1.2935, -1.8162, -1.2010], [-0.1895, -0.7521, -1.1969], [-0.6086, 0.3572, -0.4292], [-1.9349, 0.8385, -0.7002], [0.1989, 1.1900, 0.2298], [1.1831, 0.7611, 0.8849], [2.2243, 1.0839, 1.8103], [2.0003, -0.3308, 1.3687], [-1.7197, -1.7137, -0.1288], [-1.9311, -1.6539, -2.0015], [-0.9737, -2.9159, -1.3196], [0.0463, -0.3962, -2.1421], [0.6008, -1.0620, -0.5518], [-1.8266, 1.8732, -0.4580], [-2.4783, 0.4064, 0.1037], [-2.3097, 0.5598, -1.6821], [-0.1333, 2.2693, 0.5027], [1.9397, 1.5010, 2.7266], [3.0517, 1.6539, 1.4893], [2.7611, -0.7528, 0.6412], [1.3927, -1.1006, 2.0538]], "homo_lumo_gap_ev": 10.948, "de_lowest_ev": 3.9120, "homo_ev": -19.1, "fmax_ev_per_a": 3.70, "smiles": "CC/[N+]([NH3+])=C\\N1CC1", "total_charge": 2}

[5]
{"formula": "C6H13NO2S", "method": "ωB97M-V/def2-TZVPD", "elements": ["C", "C", "C", "C", "C", "C", "N", "O", "O", "S", "H", "H", "H", "H", "H", "H", "H", "H", "H", "H", "H", "H", "H"], "positions_angstrom": [[-0.9489, 0.8080, -0.9818], [0.5037, 0.8736, -1.4089], [-0.2044, -0.4374, -1.2098], [-1.3996, 1.3999, 0.3794], [1.2318, 1.2639, -2.7120], [0.1471, -1.6960, -0.9195], [0.8097, -0.3094, 2.3082], [-1.4938, -0.6328, 3.0960], [-0.1217, -2.6469, 2.1370], [-0.6673, -1.0282, 1.9898], [-1.6766, 1.1009, -1.6944], [1.0633, 1.0921, -0.4877], [-0.6315, 1.2455, 1.0732], [-2.2576, 0.8805, 0.7382], [-1.6392, 2.3695, 0.1971], [2.1988, 0.5390, -2.8865], [1.6663, 2.1808, -2.5162], [0.6584, 1.2663, -3.6390], [-0.4553, -2.8917, 3.0390], [1.0748, -2.3137, -1.1376], [-0.5973, -2.3134, -0.4043], [1.5381, -0.5548, 1.7632], [1.2011, -0.1956, 3.2763]], "homo_lumo_gap_ev": 9.846, "de_lowest_ev": 4.1609, "homo_ev": -9.2, "fmax_ev_per_a": 4.05}

[6]
{"formula": "C36H50BCuN7", "method": "ωB97M-V/def2-TZVPD", "elements": ["Cu", "C", "C", "C", "C", "N", "N", "B", "N", "N", "C", "C", "C", "C", "C", "C", "C", "C", "N", "N", "C", "C", "C", "C", "C", "C", "C", "C", "C", "C", "C", "C", "H", "H", "H", "H", "H", "H", "H", "H", "H", "H", "H", "H", "H", "H", "H", "H", "H", "H", "H", "H", "H", "H", "H", "H", "H", "H", "H", "H", "H", "H", "H", "H", "H", "H", "H", "H", "H", "H", "H", "H", "N", "C", "C", "C", "C", "C", "C", "C", "C", "C", "C", "C", "C", "H", "H", "H", "H", "H", "H", "H", "H", "H", "H"], "positions_angstrom": [[0.7997, -0.0357, -0.7116], [3.5182, -3.3140, 2.2216], [2.4030, -3.0102, 1.2745], [1.8450, -3.8276, 0.3148], [0.8215, -3.0654, -0.2731], [0.7771, -1.8608, 0.2849], [1.7447, -1.8345, 1.2486], [1.7723, -0.7059, 2.3146], [2.1140, 0.6777, 1.6978], [1.2579, 1.2713, 0.8179], [1.6475, 2.5346, 0.6885], [2.7828, 2.7667, 1.4825], [3.0448, 1.5635, 2.1038], [4.1294, 1.2383, 3.0790], [0.9058, 3.5268, -0.1821], [1.5595, 3.6080, -1.5670], [-0.5613, 3.1175, -0.3265], [0.9673, 4.9060, 0.4820], [0.4265, -0.6405, 3.0597], [-0.7274, -0.3448, 2.4183], [-1.6800, -0.3732, 3.3247], [-1.1504, -0.6923, 4.5984], [0.2005, -0.8557, 4.3796], [1.2719, -1.2031, 5.3636], [-3.1124, -0.0881, 2.9378], [-3.2014, 0.1942, 1.4368], [-3.6182, 1.1313, 3.7166], [-3.9845, -1.3012, 3.2798], [-0.1464, -3.5035, -1.3508], [-0.4511, -4.9931, -1.1557], [0.4765, -3.2977, -2.7370], [-1.4551, -2.7198, -1.2428], [3.1455, -3.6720, 3.1840], [4.1308, -2.4353, 2.4115], [4.1530, -4.0912, 1.7958], [2.1392, -4.8381, 0.0845], [2.6176, -0.9750, 3.1194], [3.3400, 3.6818, 1.5973], [3.8042, 1.3938, 4.1104], [4.9876, 1.8851, 2.8958], [4.4522, 0.2037, 2.9874], [1.5456, 2.6357, -2.0586], [2.6018, 3.9272, -1.4843], [1.0257, 4.3277, -2.1948], [-0.6534, 2.1513, -0.8213], [-1.0919, 3.8617, -0.9265], [-1.0438, 3.0355, 0.6504], [1.9938, 5.2745, 0.5386], [0.5595, 4.8756, 1.4950], [0.3869, 5.6233, -0.1041], [-1.6678, -0.7927, 5.5396], [0.8255, -1.3230, 6.3510], [2.0351, -0.4257, 5.4251], [1.7784, -2.1334, 5.1017], [-2.5714, 1.0418, 1.1609], [-4.2373, 0.4156, 1.1625], [-2.8557, -0.6633, 0.8560], [-3.0156, 2.0109, 3.4811], [-3.5594, 0.9619, 4.7943], [-4.6597, 1.3453, 3.4589], [-3.6420, -2.1825, 2.7339], [-5.0279, -1.1110, 3.0113], [-3.9416, -1.5283, 4.3475], [0.4411, -5.6056, -1.3017], [-1.1993, -5.3139, -1.8855], [-0.8394, -5.1880, -0.1535], [1.3992, -3.8758, -2.8349], [0.7172, -2.2480, -2.9032], [-0.2220, -3.6230, -3.5138], [-1.9244, -2.8815, -0.2689], [-2.1416, -3.0448, -2.0289], [-1.2919, -1.6512, -1.3643], [-1.0712, 0.4482, -2.9677], [-0.6831, 0.9952, -4.1721], [-1.6868, 1.5707, -4.9675], [-1.4260, 2.0981, -6.2121], [-0.1228, 2.0624, -6.6882], [0.8668, 1.5016, -5.8982], [0.6568, 0.9477, -4.6258], [1.8359, 0.3816, -3.8448], [3.0166, 0.1804, -4.5868], [4.1959, -0.2773, -4.0316], [4.2348, -0.5513, -2.6731], [3.0778, -0.3748, -1.9349], [1.8405, 0.0689, -2.4566], [-1.9360, 0.7994, -2.5901], [-0.3006, 0.3652, -2.3030], [-2.6963, 1.5843, -4.5693], [-2.2249, 2.5379, -6.7970], [0.1305, 2.4707, -7.6582], [1.8638, 1.5285, -6.3076], [3.0416, 0.3654, -5.6498], [5.0681, -0.4149, -4.6601], [5.1423, -0.9086, -2.1983], [3.1434, -0.6152, -0.8727]], "homo_lumo_gap_ev": 6.933, "de_lowest_ev": 1.2818, "homo_ev": -4.3, "fmax_ev_per_a": 0.26, "total_charge": -1}